Entry 1:
The following is a DFT calculation (wB97M-V/def2-TZVPD) of C23H31AuN2O2S2Si as an isolated structure.

Summary:
Calculated total energy ... -2376.5888 Ha
Gap between HOMO and LUMO ... 0.2767 Eh
E_HOMO ... -0.2907 hartree
Lowest unoccupied orbital energy ... -0.38 eV
Energy relative to the best compared isomer or geometry (same formula, charge and spin) ... 3.4 kcal per mole

Last column: natural (NBO) charge in e.
Geometry (Å):
Au  0.1826  -0.4316  -2.0242  0.897
C  0.6579  3.7958  -0.4557  -0.695
C  0.9333  2.4830  -1.1423  0.363
N  -0.0119  1.6220  -1.2976  -0.423
N  -1.2740  1.9192  -0.8104  -0.391
C  -2.2215  1.1494  -1.1962  -0.054
S  -2.1281  -0.2628  -2.2416  -0.163
S  -3.8790  1.5144  -0.6790  0.270
C  -3.5915  2.0175  1.0489  -0.564
C  -3.8294  0.8948  2.0265  0.052
C  -3.3131  -0.3801  1.8025  -0.249
C  -3.5056  -1.3916  2.7293  -0.194
C  -4.2270  -1.1469  3.8913  -0.220
C  -4.7541  0.1147  4.1168  -0.205
C  -4.5582  1.1276  3.1868  -0.241
C  2.2738  2.2256  -1.6822  -0.232
C  3.1093  3.3404  -1.8798  -0.146
C  4.3630  3.2441  -2.4353  -0.274
C  4.8320  1.9897  -2.8249  -0.180
C  4.0528  0.8740  -2.6382  -0.238
C  2.7767  0.9387  -2.0427  0.372
O  2.2020  -0.2206  -1.7912  -0.787
H  -0.2545  3.7241  0.1256  0.255
H  0.5222  4.5825  -1.1998  0.241
H  1.4886  4.0748  0.1899  0.230
H  -4.2529  2.8581  1.2502  0.232
H  -2.5625  2.3743  1.0765  0.257
H  -2.7697  -0.5906  0.8875  0.225
H  -3.0979  -2.3762  2.5375  0.215
H  -4.3882  -1.9402  4.6096  0.214
H  -5.3204  0.3132  5.0177  0.214
H  -4.9756  2.1119  3.3654  0.208
H  2.7466  4.3211  -1.6057  0.208
H  4.9720  4.1272  -2.5704  0.214
H  5.8100  1.8944  -3.2800  0.212
H  4.4013  -0.1109  -2.9214  0.215
C  -0.6174  -3.3958  -0.6703  -1.148
Si  0.1447  -2.8001  -2.2727  1.388
C  1.8850  -3.4617  -2.4511  -1.139
C  -0.8815  -3.3107  -3.7516  -1.137
H  -0.4935  -4.4772  -0.5695  0.235
H  -1.6839  -3.1627  -0.6404  0.247
H  -0.1457  -2.9047  0.1827  0.254
H  1.8885  -4.5301  -2.2206  0.236
H  2.5782  -2.9581  -1.7753  0.254
H  2.2558  -3.3267  -3.4682  0.243
H  -0.9973  -4.3976  -3.7688  0.238
H  -0.3984  -3.0048  -4.6810  0.243
H  -1.8759  -2.8626  -3.7218  0.245
C  0.9935  -0.1982  3.2037  -0.437
C  2.0707  -1.1879  2.7054  -0.421
C  2.0450  -0.9955  1.1879  -0.072
O  0.7108  -0.5911  0.8993  -0.554
C  0.4051  0.3684  1.9044  -0.073
H  1.4133  0.5931  3.8237  0.209
H  0.2245  -0.7087  3.7821  0.212
H  1.8023  -2.2115  2.9655  0.205
H  3.0570  -0.9821  3.1193  0.210
H  2.2615  -1.8937  0.6123  0.196
H  2.7416  -0.2088  0.8760  0.173
H  -0.6718  0.5014  1.9362  0.202
H  0.8787  1.3263  1.6494  0.157

Forces on atoms 1 to 6 (eV/Å):
-0.45 0.45 0.10
0.03 -0.11 0.10
-0.17 0.22 0.21
0.04 -0.46 -0.25
-0.18 0.25 -0.02
0.24 0.12 0.02


Entry 2:
The following is a DFT calculation (wB97M-V/def2-TZVPD) of a 5-piece molecular cluster, C23H31ClN4O2 overall.

Summary:
Calculated total energy ... -1724.6772 Ha
Gap between HOMO and LUMO ... 0.3162 Eh
SMILES ... O=C1C[C@H](CCCCl)CO1.c1cc[nH]c1.c1cc[nH]c1.c1cc[nH]c1.c1cc[nH]c1
E_HOMO ... -0.3021 hartree
Lowest unoccupied orbital energy ... 0.38 eV
Energy relative to the best compared isomer or geometry (same formula, charge and spin) ... 0.0 kcal per mole

Last column: natural (NBO) charge in e.
Geometry (Å):
O  1.3433  3.4036  3.2792  -0.550
C  0.8753  2.5053  2.6410  0.787
C  0.0380  2.5304  1.3881  -0.533
C  -0.8221  1.2695  1.5755  -0.245
C  -1.9702  1.4487  2.5850  -0.406
C  -3.3522  1.6313  1.9354  -0.415
C  -3.5668  3.0438  1.3622  -0.368
Cl  -4.4612  3.0324  -0.1814  -0.072
C  0.2973  0.3664  2.1194  -0.066
O  1.0301  1.2033  3.0262  -0.499
H  -0.4594  3.4770  1.1997  0.244
H  0.7127  2.3474  0.5374  0.244
H  -1.2149  0.9193  0.6131  0.219
H  -1.7708  2.3027  3.2460  0.213
H  -2.0038  0.5619  3.2335  0.215
H  -3.4680  0.8964  1.1311  0.212
H  -4.1271  1.4424  2.6839  0.217
H  -2.6225  3.5574  1.1733  0.207
H  -4.1489  3.6636  2.0501  0.220
H  0.9593  0.0795  1.2886  0.180
H  -0.0729  -0.5133  2.6551  0.196
N  0.3889  -1.6686  -1.1384  -0.512
C  -0.0873  -1.7245  -2.4210  -0.079
C  0.9863  -1.8612  -3.2583  -0.305
C  2.1551  -1.8876  -2.4478  -0.298
C  1.7539  -1.7680  -1.1445  -0.084
H  -0.1786  -1.5748  -0.3171  0.405
H  -1.1419  -1.6646  -2.6273  0.212
H  0.9409  -1.9417  -4.3312  0.229
H  3.1743  -1.9843  -2.7830  0.218
H  2.3187  -1.7515  -0.2279  0.213
N  0.1708  -4.5357  4.2220  -0.505
C  0.1257  -3.2140  3.8715  -0.091
C  1.2289  -2.6005  4.4044  -0.297
C  1.9659  -3.5931  5.1056  -0.305
C  1.2876  -4.7747  4.9739  -0.072
H  -0.5126  -5.2245  3.9693  0.411
H  -0.6856  -2.8277  3.2782  0.200
H  1.4820  -1.5572  4.3076  0.225
H  2.8877  -3.4532  5.6440  0.224
H  1.5047  -5.7596  5.3492  0.212
N  -1.0024  8.0928  -0.8448  -0.503
C  -1.6646  6.9793  -1.2802  -0.076
C  -1.2297  5.9178  -0.5329  -0.306
C  -0.2677  6.4132  0.3933  -0.317
C  -0.1512  7.7590  0.1726  -0.073
H  -1.1229  9.0165  -1.2158  0.411
H  -2.3858  7.0344  -2.0769  0.212
H  -1.5704  4.9004  -0.6423  0.213
H  0.2717  5.8529  1.1399  0.227
H  0.4599  8.5026  0.6537  0.212
N  2.6884  -5.0323  -6.5176  -0.507
C  1.7427  -5.8549  -7.0660  -0.080
C  0.8017  -6.1088  -6.1043  -0.310
C  1.1964  -5.4113  -4.9295  -0.295
C  2.3648  -4.7589  -5.2164  -0.081
H  3.4974  -4.6838  -6.9962  0.409
H  1.8176  -6.1861  -8.0872  0.209
H  -0.0731  -6.7246  -6.2285  0.220
H  0.6818  -5.3870  -3.9838  0.223
H  2.9847  -4.1229  -4.6086  0.212

Forces on atoms 1 to 6 (eV/Å):
-0.13 -0.18 -0.35
0.29 0.26 0.53
0.00 -0.25 -0.47
0.15 0.28 -0.05
-0.19 -0.07 0.09
0.13 0.17 -0.06


Entry 3:
The following is a DFT calculation (wB97M-V/def2-TZVPD) of C23H31CrN3O2S as an isolated structure.

Summary:
⟨S²⟩ ... 3.7769
Calculated total energy ... -2652.3539 Ha
Gap between HOMO and LUMO (spin up / spin down) ... 0.2928 / 0.2914 Eh
Charge ... +1
E_HOMO (spin up / spin down) ... -0.3905 / -0.3999 hartree
Lowest unoccupied orbital energy (spin up / spin down) ... -2.66 / -2.95 eV
Spin multiplicity ... 4
Energy relative to the best compared isomer or geometry (same formula, charge and spin) ... 0.0 kcal per mole

Last column: natural (NBO) charge in e.
Geometry (Å):
Cr  0.1691  0.0242  0.5677  1.480
C  2.6310  -0.0653  2.2956  -0.412
N  1.8646  -1.0441  1.4766  -0.489
C  2.8090  -1.4476  0.3920  -0.215
C  2.3416  -2.4707  -0.6377  -0.418
C  1.0358  -2.1144  -1.3706  -0.227
N  0.7689  -0.6912  -1.2272  -0.541
C  0.9942  0.1025  -2.2148  0.222
C  1.0466  1.5353  -2.1303  -0.253
C  1.0455  2.2772  -3.3253  -0.117
C  1.2024  3.6407  -3.3122  -0.263
C  1.4103  4.2816  -2.0852  -0.133
C  1.4453  3.5782  -0.9026  -0.274
C  1.2449  2.1881  -0.8891  0.397
O  1.2883  1.5372  0.2537  -0.813
C  1.5576  -2.1869  2.3806  -0.221
C  0.4384  -3.1294  1.9700  -0.422
C  -0.9452  -2.5021  2.0049  -0.222
N  -1.1515  -1.5508  0.9153  -0.569
C  -2.1685  -1.7378  0.1466  0.199
C  -2.6116  -0.8832  -0.9173  -0.210
C  -3.6090  -1.3690  -1.7864  -0.133
C  -4.1219  -0.5833  -2.7857  -0.263
C  -3.6588  0.7338  -2.9139  -0.132
C  -2.7051  1.2458  -2.0654  -0.272
C  -2.1521  0.4472  -1.0484  0.370
O  -1.2586  0.9685  -0.2408  -0.788
H  3.5267  -0.5459  2.7000  0.204
H  2.0214  0.2755  3.1296  0.209
H  2.9092  0.7827  1.6774  0.239
H  3.7172  -1.8312  0.8708  0.208
H  3.0795  -0.5221  -0.1168  0.220
H  2.2710  -3.4674  -0.2010  0.217
H  3.1543  -2.5278  -1.3652  0.236
H  0.1926  -2.6608  -0.9513  0.204
H  1.1043  -2.3791  -2.4282  0.216
H  1.2102  -0.3430  -3.1883  0.198
H  0.9125  1.7494  -4.2625  0.216
H  1.1854  4.2086  -4.2309  0.229
H  1.5554  5.3543  -2.0646  0.225
H  1.6195  4.0801  0.0398  0.223
H  1.2865  -1.7547  3.3466  0.214
H  2.4869  -2.7462  2.5376  0.210
H  0.4497  -3.9503  2.6913  0.243
H  0.6110  -3.5862  0.9966  0.213
H  -1.0774  -1.9718  2.9547  0.201
H  -1.7120  -3.2803  1.9597  0.210
H  -2.7744  -2.6320  0.3163  0.191
H  -3.9649  -2.3841  -1.6522  0.214
H  -4.8787  -0.9635  -3.4561  0.229
H  -4.0655  1.3654  -3.6936  0.226
H  -2.3514  2.2642  -2.1572  0.235
C  -0.1769  2.6996  2.6503  -0.714
S  -0.5373  0.9443  2.8004  0.288
C  -2.3322  0.9850  2.6878  -0.720
H  -0.6038  3.2238  3.5023  0.238
H  -0.5816  3.0747  1.7119  0.235
H  0.9035  2.8178  2.6392  0.246
H  -2.6265  1.4418  1.7454  0.242
H  -2.7310  1.5348  3.5373  0.242
H  -2.6945  -0.0404  2.7234  0.232

Forces on atoms 1 to 6 (eV/Å):
0.06 -0.07 0.16
-0.02 -0.02 0.00
0.05 0.01 -0.01
-0.01 0.03 0.01
0.03 -0.05 0.00
-0.04 0.02 -0.03